Molecular formula: C35H39GaN7OP
Method: DFT, ωB97M-V with the def2-TZVPD basis set

Geometry as XYZ:
```
84
C35H39GaN7OP (ωB97M-V with the def2-TZVPD basis set)
Ga -0.614 0.554 -0.134
P 1.267 0.047 1.582
O 0.458 -0.451 -1.497
N -0.971 -1.396 0.256
N -0.527 2.351 1.127
N -2.764 0.402 0.265
N 1.281 1.557 2.368
N -0.699 1.823 -1.766
N 0.054 -2.223 -0.097
N -1.757 1.397 -2.647
C 3.427 -4.202 -1.629
C -1.995 -1.777 0.915
C -1.760 2.100 -3.963
C 5.115 -1.107 2.177
C 0.449 -3.296 3.775
C 0.631 -1.084 2.846
C -2.190 3.544 -3.729
C 1.004 -2.427 2.849
C -0.491 -2.838 4.687
C 4.930 -0.318 -0.093
C 2.317 -3.565 -1.101
C -0.327 -0.631 3.752
C -0.400 2.036 -4.657
C -0.328 4.819 2.420
C 1.888 -2.355 -1.648
C 0.419 2.569 2.054
C -0.885 -1.507 4.672
C -1.374 3.378 0.855
C 3.583 -0.062 0.106
C -5.273 0.015 1.392
C 4.104 -3.642 -2.705
C -3.039 -0.717 0.972
C -5.021 1.113 0.590
C 0.742 -1.642 -1.066
C -1.323 4.601 1.455
C 5.692 -0.839 0.941
C 3.768 -0.865 2.380
C 3.671 -2.445 -3.260
C -2.228 -3.145 1.440
C -2.807 1.359 -4.787
C -4.269 -0.930 1.565
C 0.538 3.806 2.718
C -3.756 1.265 0.047
C 2.565 -1.801 -2.732
C 2.997 -0.344 1.337
H 3.762 -5.138 -1.205
H -1.570 0.409 -2.821
H 0.216 1.754 -2.222
H -3.546 2.084 -0.626
H 5.379 -0.118 -1.056
H 0.756 -4.332 3.789
H 1.319 3.930 3.456
H 3.319 -1.093 3.338
H -3.169 3.584 -3.252
H -2.942 1.850 -5.748
H -1.342 -3.754 1.284
H -6.243 -0.126 1.849
H -2.257 4.070 -4.681
H -2.139 3.175 0.121
H -0.483 2.428 -5.669
H -5.787 1.843 0.373
H -2.036 5.366 1.192
H -3.766 1.345 -4.271
H 0.360 2.641 -4.158
H 1.779 -3.996 -0.269
H 6.743 -1.040 0.786
H -0.858 2.806 -1.562
H -0.246 5.772 2.923
H -0.045 1.006 -4.731
H 4.968 -4.145 -3.118
H 5.716 -1.511 2.979
H 1.729 -2.793 2.133
H -0.914 -3.518 5.413
H -2.499 0.330 -4.982
H 4.194 -2.019 -4.105
H -2.455 -3.101 2.506
H 2.222 -0.867 -3.157
H -3.076 -3.608 0.932
H 1.978 1.761 3.071
H -4.447 -1.832 2.130
H -0.626 0.412 3.763
H -1.474 4.105 -3.122
H -1.612 -1.147 5.387
H 2.987 0.341 -0.703
```

2S+1: 1
Electronic energy in Ha: -4081.41299
E_HOMO in eV: -13.459
Charge: +2

=====

Molecular formula: C35H40BaBr2N6PS2
Method: DFT, ωB97M-V with the def2-TZVPD basis set

Geometry as XYZ:
```
87
C35H40BaBr2N6PS2 (ωB97M-V with the def2-TZVPD basis set)
Ba 0.770 0.027 -0.201
Br -4.158 0.820 -0.293
Br -3.338 2.334 2.432
S 0.374 -1.619 -2.532
S 2.546 -2.159 0.203
P -2.032 -1.324 2.208
N 0.304 0.399 2.960
N -1.396 3.282 -3.640
N -1.489 1.688 -2.174
N -1.661 3.005 -2.421
N -1.035 2.133 -4.228
N -1.271 -1.113 3.736
C 1.131 2.631 0.117
C -0.307 -0.167 3.998
C 2.712 4.776 0.556
C 1.605 1.709 4.498
C -5.885 -3.267 3.890
C 1.843 5.909 1.120
C 1.769 -5.374 -2.997
C -0.621 2.126 -5.625
C 1.108 -4.163 -3.099
C 3.825 4.454 1.561
C -3.552 -2.132 2.858
C 0.976 1.089 5.571
C 0.007 0.145 5.329
C 1.296 -3.113 -2.191
C 1.473 0.708 -5.423
C 0.893 2.060 -5.812
C 2.192 -3.307 -1.115
C -1.090 -4.394 -0.269
C -0.203 -3.508 2.209
C -1.110 1.160 -3.319
C -3.519 -3.381 3.479
C 1.230 1.334 3.224
C 2.870 -4.534 -1.052
C -4.675 -3.942 3.997
C -2.900 1.993 0.579
C 0.335 -4.658 1.647
C -0.116 -5.109 0.417
C -4.768 -1.463 2.759
C -5.930 -2.029 3.268
C -1.623 -3.245 0.288
C -1.200 -2.807 1.545
C 2.676 -5.557 -1.961
C 1.590 3.199 -5.073
C 1.873 3.586 0.326
C 3.341 5.231 -0.767
H 3.565 -4.666 -0.231
H -1.904 1.576 0.551
H 1.362 5.596 2.048
H -6.870 -1.499 3.178
H 3.965 6.115 -0.612
H 3.397 4.124 2.510
H -1.015 3.055 -6.036
H 3.226 -6.484 -1.857
H 1.587 -6.154 -3.727
H 2.562 5.475 -1.491
H 1.669 1.812 2.355
H 3.958 4.438 -1.191
H 1.039 2.201 -6.890
H -2.918 2.935 0.044
H 4.467 3.656 1.186
H 1.411 3.135 -3.998
H 1.134 -5.181 2.156
H -1.116 1.289 -6.121
H -1.669 -1.572 4.540
H -1.399 -4.711 -1.256
H 4.439 5.339 1.749
H 1.059 6.179 0.412
H 0.327 -5.984 -0.038
H 2.668 3.146 -5.228
H 0.955 -0.119 -5.913
H -6.790 -3.710 4.284
H 0.172 -3.142 3.158
H 2.454 6.795 1.323
H 0.409 -3.996 -3.910
H -4.803 -0.492 2.280
H -0.519 -0.344 6.138
H 2.365 2.463 4.639
H 1.243 4.177 -5.409
H 2.526 0.653 -5.702
H 1.235 1.347 6.591
H -2.366 -2.678 -0.264
H -4.635 -4.915 4.472
H -0.884 0.121 -3.508
H -2.585 -3.930 3.530
H 1.419 0.520 -4.349
```

2S+1: 1
Electronic energy in Ha: -7997.56929
E_HOMO in eV: -3.817
Charge: -1

=====

Molecular formula: C35H40CsN3O2S5
Method: DFT, ωB97M-V with the def2-TZVPD basis set

Geometry as XYZ:
```
86
C35H40CsN3O2S5 (ωB97M-V with the def2-TZVPD basis set)
Cs 0.346 0.779 0.497
S 4.522 6.509 6.382
S 2.673 6.427 0.839
S 3.798 7.011 3.534
S 2.182 3.241 2.135
S 3.394 4.401 4.585
O -3.672 1.121 -2.302
O -1.638 -2.923 3.028
N -1.995 -0.831 0.171
N 0.086 -2.142 1.699
N -1.385 0.931 -2.036
C 2.147 -0.850 3.233
C -0.032 -5.074 1.408
C -1.461 0.819 -4.453
C 3.931 6.001 4.912
C 0.864 6.420 0.969
C -2.252 -1.800 1.055
C -4.447 -2.063 0.146
C -2.652 0.657 -1.752
C 2.873 4.594 2.906
C -1.931 -0.621 -4.389
C -0.844 2.700 -5.840
C -0.954 -5.997 2.206
C -1.354 3.880 -1.128
C -1.189 -2.308 2.040
C -4.185 -1.026 -0.727
C 0.956 -4.358 2.307
C -3.363 -0.766 -4.900
C 2.845 -4.539 3.808
C 1.994 -2.356 3.209
C -1.205 1.570 -3.278
C -2.926 -0.429 -0.694
C 3.091 5.856 2.439
C -0.571 3.425 -4.695
C 1.071 3.447 -1.785
C 0.982 -2.950 2.420
C 2.898 -3.157 3.894
C 1.884 -5.119 3.004
C -0.981 -1.550 -5.150
C 0.690 -5.844 0.299
C -0.342 3.802 -2.266
C -0.741 2.893 -3.419
C -1.284 1.394 -5.701
C 2.619 -0.260 4.560
C 3.109 -0.443 2.112
C -3.480 -2.459 1.052
H -0.030 -6.319 -0.374
H 1.993 -0.598 5.387
H -1.496 0.805 -6.589
H 1.159 -0.435 3.026
H 3.658 -2.691 4.507
H 1.316 -5.172 -0.290
H 1.402 4.064 -0.950
H -0.284 4.810 -2.694
H -0.715 3.142 -6.822
H -1.459 -5.426 2.984
H -2.345 4.124 -1.515
H 1.783 3.540 -2.608
H 4.105 -0.839 2.328
H -4.030 -0.106 -4.345
H -0.983 -1.329 -6.221
H -3.707 -1.797 -4.784
H -1.055 4.648 -0.411
H -1.287 -2.592 -5.023
H 3.188 0.643 2.019
H -5.409 -2.564 0.124
H 0.532 7.165 1.690
H -4.912 -0.664 -1.440
H 2.796 -0.875 1.158
H 2.581 0.830 4.516
H 0.043 -1.450 -4.788
H -3.417 -0.511 -5.963
H -0.390 -6.809 2.675
H -1.707 -6.447 1.553
H 1.085 2.402 -1.469
H -0.221 4.449 -4.781
H 1.852 -6.201 2.921
H 1.332 -6.626 0.711
H 3.651 -0.538 4.781
H -3.644 -3.247 1.773
H -1.451 2.930 -0.606
H 0.542 5.423 1.267
H -1.909 -0.929 -3.348
H 0.465 6.653 -0.017
H 3.551 -5.155 4.355
H -0.652 -4.320 0.925
```

2S+1: 1
Electronic energy in Ha: -3683.71291
E_HOMO in eV: -2.845
Charge: -2

=====

Molecular formula: C35H40N2O4
Method: DFT, ωB97M-V with the def2-TZVPD basis set

Geometry as XYZ:
```
81
C35H40N2O4 (ωB97M-V with the def2-TZVPD basis set)
O 3.597 5.409 -4.016
O 3.666 4.318 -1.135
O 3.160 6.301 -0.205
O -1.974 3.294 3.666
N -1.844 1.988 1.766
N -0.586 3.285 0.431
C 2.124 5.839 -2.259
C 4.315 6.990 1.824
C 1.407 8.300 -4.011
C 4.116 5.908 0.792
C -1.435 2.082 0.371
C -3.599 3.237 -0.234
C 0.784 8.912 -6.286
C 2.329 0.210 3.194
C 0.875 1.080 -6.276
C -0.649 3.986 1.715
C 2.748 0.895 2.055
C 2.635 6.076 -3.591
C 1.081 2.461 -6.334
C 1.310 2.515 -3.904
C 1.344 2.769 2.667
C 0.966 2.094 3.834
C 2.000 6.867 -5.860
C 2.279 2.191 1.800
C 1.966 7.094 -4.469
C 0.732 4.127 2.367
C -2.655 2.096 -0.633
C 1.345 3.271 -2.688
C 1.449 0.812 4.095
C 1.325 3.170 -5.169
C 0.769 2.835 -1.516
C -3.387 0.755 -0.535
C 3.058 5.372 -1.204
C 0.929 0.397 -5.053
C -2.203 2.286 -2.063
C -1.561 3.098 2.518
C 1.145 1.100 -3.870
C 0.337 3.667 -0.473
C 1.382 7.733 -6.759
C 0.823 9.208 -4.918
C -2.459 0.846 2.393
H 0.566 4.675 3.311
H -0.815 1.201 0.128
H -2.686 -0.086 -0.633
H -1.140 4.963 1.570
H 2.537 5.994 -6.232
H 0.617 1.762 -1.405
H 0.277 2.583 4.528
H -4.119 0.666 -1.353
H 1.389 4.718 1.709
H -2.011 0.688 3.385
H 1.455 8.558 -2.948
H 1.126 0.301 4.999
H -3.105 4.212 -0.339
H 3.445 0.445 1.350
H -3.076 2.250 -2.721
H 1.804 4.239 -2.706
H 3.754 4.991 1.276
H 0.388 10.146 -4.551
H -3.954 0.646 0.401
H 4.944 6.572 2.615
H 3.385 7.330 2.294
H -3.966 3.124 0.799
H -3.542 0.989 2.545
H -2.293 -0.054 1.791
H -1.722 3.250 -2.208
H 1.506 4.244 -5.179
H -4.478 3.227 -0.899
H 1.053 3.004 -7.274
H -1.528 1.488 -2.375
H 1.366 6.541 -1.899
H 2.687 -0.801 3.384
H 0.724 4.685 -0.339
H 2.630 2.753 0.927
H 0.687 0.525 -7.184
H 0.300 9.592 -6.991
H 1.198 0.572 -2.901
H 1.370 7.477 -7.821
H 0.804 -0.685 -5.000
H 4.858 7.849 1.416
H 5.071 5.674 0.308
```

2S+1: 1
Electronic energy in Ha: -1768.08798
E_HOMO in eV: -6.662

=====

Molecular formula: C35H40N3O8
Method: DFT, ωB97M-V with the def2-TZVPD basis set

Geometry as XYZ:
```
86
C35H40N3O8 (ωB97M-V with the def2-TZVPD basis set)
O 5.126 7.438 -2.901
O 1.611 3.132 -1.382
O -3.391 2.224 1.120
O 2.651 -3.375 -6.159
O 1.415 2.077 -6.152
O 3.444 -5.241 3.764
O -2.032 -4.687 3.130
O -0.638 4.415 5.535
N -4.888 -2.202 1.437
N 1.813 -0.734 -0.189
N 0.427 -0.652 1.544
C 2.097 -5.186 3.741
C -4.888 -1.656 0.110
C -5.898 -1.966 -0.734
C 2.845 6.332 -2.636
C 4.869 5.231 -1.827
C 3.890 4.033 -1.456
C 0.991 -0.143 -5.224
C 1.648 0.692 -6.146
C 3.162 -1.285 -6.999
C 0.113 -5.853 2.601
C -0.709 -4.946 3.335
C -1.303 3.845 4.469
C -0.547 3.839 3.226
C -0.026 -4.146 4.326
C -5.928 -3.018 1.854
C -1.353 3.332 1.959
C 2.720 0.228 -7.042
C 1.515 -5.991 2.810
C 1.520 -4.221 4.554
C -2.615 2.778 2.241
C 4.270 6.385 -2.490
C -2.629 3.461 4.498
C 1.959 5.269 -2.320
C -1.965 -0.577 2.283
C 2.505 -0.236 -1.289
C -6.893 -3.013 -0.356
C 1.857 -2.029 0.355
C 0.976 0.079 0.608
C 2.409 -2.093 -6.161
C 1.007 -1.923 1.477
C -6.899 -3.549 0.980
C -3.339 2.990 3.423
C 2.513 4.185 -1.666
C 1.294 -1.552 -5.353
C -0.496 -0.211 2.569
H 3.085 0.543 -1.118
H 2.090 -6.737 2.308
H 3.097 -1.126 -1.808
H 3.390 0.775 -7.902
H -1.907 -1.654 2.268
H -0.293 -0.810 3.433
H 1.948 -3.475 5.305
H 0.355 0.104 -4.361
H -4.304 2.669 3.635
H -1.405 4.850 5.964
H 3.643 -4.428 4.083
H -3.057 3.423 5.650
H 4.165 3.126 -1.225
H -2.411 -5.231 2.433
H -0.735 -3.448 4.719
H -3.019 2.625 0.172
H 3.464 -3.786 -6.679
H -6.257 -1.589 -1.810
H -0.451 -6.450 1.784
H 0.793 -2.377 -4.630
H 3.850 -1.587 -7.832
H 0.725 3.290 -1.538
H -0.915 3.468 1.067
H 1.824 0.211 -1.952
H 0.761 0.997 0.262
H -2.210 -0.278 1.343
H 1.042 5.224 -2.743
H -0.405 0.945 2.632
H 4.448 8.257 -3.159
H 0.487 2.286 -5.920
H -2.654 -0.214 2.981
H -7.563 -4.236 1.341
H 2.282 -2.895 -0.065
H -7.619 -3.199 -1.130
H 5.874 5.073 -1.690
H 0.411 4.169 2.949
H 0.990 -2.845 2.221
H 2.287 7.052 -3.140
H -4.122 -0.803 -0.249
H -5.896 -3.394 2.932
```

2S+1: 1
Electronic energy in Ha: -2123.21628
E_HOMO in eV: -9.888
Charge: +1

=====

Table of E_LUMO (eV), in record order: -6.005, 2.256, 3.741, -1.549, -2.596
Table of energy relative to the best compared isomer or geometry (same formula, charge and spin) (eV), in record order: 0.000, 0.438, 0.378, 1.958, 3.065